[1]
Below is C31H70F3HgN10O13S as an isolated structure at a distorted geometry, with properties calculated with wB97M-V/def2-TZVPD.

The gap between HOMO and LUMO comes out at 3.844 eV. The calculation puts the LUMO energy at -0.2522 Eh. As for the HOMO energy: -10.71 eV. Its net charge is +1. The energy comes out at -97954.4821 eV. Its spin multiplicity is 1.

Element x y z (Å)
Hg1 5.5512 10.2461 -9.1231
C1 2.4007 13.3495 -7.4251
F1 2.1924 13.7092 -8.6893
F2 2.1283 14.3393 -6.5965
F3 1.6533 12.3173 -7.0802
S1 4.2029 12.9752 -7.2375
O1 4.3129 12.4538 -5.9008
O2 4.5249 11.9715 -8.2840
O3 4.8909 14.2287 -7.3982
C2 4.9406 17.7798 -6.4182
O4 4.8211 18.2599 -5.3136
N1 6.1611 17.4530 -6.9150
C3 6.3283 17.1277 -8.3300
C4 7.3040 17.1834 -6.0994
H1 4.1898 17.6109 -7.2093
H2 7.2810 17.4735 -8.7216
H3 5.5602 17.6362 -8.9162
H4 6.1802 16.0494 -8.4477
H5 7.0720 16.8367 -5.0901
H6 8.0414 16.5098 -6.5292
H7 7.8557 18.1159 -5.9147
C5 2.6443 11.9451 -0.0363
O5 3.3436 10.9984 0.2622
N2 2.4664 12.4320 -1.2774
C6 1.5086 13.4929 -1.6143
C7 3.2769 11.8858 -2.3674
H8 1.9176 12.3620 0.6884
H9 0.5981 12.9911 -1.9530
H10 1.9268 14.0904 -2.4205
H11 1.3081 14.1268 -0.7544
H12 2.9939 10.8388 -2.5517
H13 3.0305 12.4924 -3.2307
H14 4.3211 11.7572 -2.0777
C8 -0.9080 16.8140 -11.0575
O6 -0.5583 17.3040 -12.1151
N3 -1.1388 15.4927 -10.8593
C9 -1.5812 14.9922 -9.5688
C10 -0.7987 14.5033 -11.8572
H15 -1.1590 17.4088 -10.1607
H16 -2.2255 15.6998 -9.0569
H17 -0.6854 14.7338 -8.9972
H18 -2.1420 14.0678 -9.7092
H19 -1.6679 13.9082 -12.1380
H20 -0.4557 14.9711 -12.7766
H21 -0.0096 13.8881 -11.4181
C11 10.0752 12.4908 -7.8179
O7 11.2430 12.3390 -7.6167
N4 9.2502 13.3687 -7.1845
C12 7.8263 13.1712 -7.1767
C13 9.7674 13.9986 -5.9759
H22 9.5300 11.8464 -8.5388
H23 7.5126 12.3555 -6.5132
H24 7.4705 12.9266 -8.1825
H25 7.2916 14.0601 -6.8566
H26 10.8451 13.9051 -5.8812
H27 9.4997 15.0362 -5.8129
H28 9.4145 13.3874 -5.1298
C14 6.3496 9.9873 -5.7940
O8 6.0273 9.9045 -7.0089
N5 7.5652 9.9394 -5.3286
C15 7.8452 9.9045 -3.8844
C16 8.7285 9.9423 -6.1899
H29 5.5877 10.1257 -5.0254
H30 7.1427 10.4511 -3.2633
H31 8.8882 10.1444 -3.7137
H32 7.7520 8.8585 -3.5641
H33 8.3920 9.8776 -7.2175
H34 9.2715 10.8832 -6.0825
H35 9.4369 9.1749 -5.8881
C17 6.2147 13.4578 -3.3922
O9 6.8386 12.6976 -2.6847
N6 5.3054 14.3414 -2.9397
C18 4.7148 15.3529 -3.8025
C19 5.0999 14.5993 -1.5236
H36 6.2674 13.5231 -4.4922
H37 3.6252 15.2352 -3.7423
H38 4.9746 15.2535 -4.8548
H39 4.9494 16.3483 -3.4263
H40 5.3119 15.6515 -1.3296
H41 4.0608 14.4120 -1.2525
H42 5.7273 13.9614 -0.9100
C20 4.0600 12.0423 -11.5328
O10 4.6324 11.0532 -11.0332
N7 4.5403 13.2592 -11.5011
C21 3.7485 14.3977 -12.0069
C22 5.7225 13.6419 -10.7610
H43 3.0901 11.9964 -12.0285
H44 3.4840 15.0116 -11.1454
H45 2.8472 14.0068 -12.4734
H46 4.3333 14.9734 -12.7192
H47 5.5036 14.0642 -9.7763
H48 6.3819 12.8001 -10.5328
H49 6.3574 14.2986 -11.3554
C23 -2.4730 10.9869 -11.1293
O11 -2.5879 11.6562 -12.1368
N8 -1.2716 10.6089 -10.6356
C24 0.0090 11.0197 -11.1736
C25 -1.1747 9.6870 -9.5092
H50 -3.3454 10.7312 -10.5139
H51 0.5318 10.0914 -11.4368
H52 0.4667 11.6144 -10.3880
H53 -0.0626 11.5497 -12.1204
H54 -2.1130 9.5365 -8.9911
H55 -0.6923 8.7660 -9.8468
H56 -0.4608 10.1154 -8.7946
C26 1.0356 8.4900 -6.5457
O12 -0.0985 8.0924 -6.7268
N9 1.5731 8.7607 -5.3292
C27 2.9074 9.2813 -5.1583
C28 0.7841 8.6495 -4.1098
H57 1.7946 8.6114 -7.3475
H58 3.3484 8.6762 -4.3558
H59 2.8971 10.3184 -4.8324
H60 3.5484 9.0595 -6.0091
H61 -0.2839 8.6172 -4.3002
H62 0.9979 7.6853 -3.6363
H63 1.0756 9.4663 -3.4530
C29 1.8131 19.4374 -4.9812
O13 1.7444 20.3809 -4.2361
N10 1.0718 18.3025 -4.8608
C30 1.1839 17.1886 -5.7452
C31 0.0854 18.2068 -3.8130
H64 2.4464 19.4216 -5.8837
H65 0.2486 17.0015 -6.2865
H66 1.3864 16.2890 -5.1557
H67 1.9459 17.2910 -6.5166
H68 0.1681 19.0314 -3.1131
H69 -0.9374 18.3199 -4.2019
H70 0.1276 17.2252 -3.3362

Atom charges from the Mulliken analysis, given in e for atoms 1 to 99: atom 1 (Hg): 1.38, atom 2 (C): -0.22, atom 3 (F): -0.05, atom 4 (F): -0.11, atom 5 (F): -0.12, atom 6 (S): 0.92, atom 7 (O): -0.30, atom 8 (O): 0.40, atom 9 (O): -0.68, atom 10 (C): 0.28, atom 11 (O): -0.62, atom 12 (N): 0.25, atom 13 (C): -1.26, atom 14 (C): -1.13, atom 15 (H): 0.19, atom 16 (H): 0.38, atom 17 (H): 0.42, atom 18 (H): 0.39, atom 19 (H): 0.22, atom 20 (H): 0.39, atom 21 (H): 0.44, atom 22 (C): -0.08, atom 23 (O): -0.56, atom 24 (N): 0.38, atom 25 (C): -0.92, atom 26 (C): -1.25, atom 27 (H): 0.34, atom 28 (H): 0.36, atom 29 (H): 0.12, atom 30 (H): 0.40, atom 31 (H): 0.52, atom 32 (H): 0.24, atom 33 (H): 0.40, atom 34 (C): 0.10, atom 35 (O): -0.59, atom 36 (N): 0.14, atom 37 (C): -0.86, atom 38 (C): -0.61, atom 39 (H): 0.30, atom 40 (H): 0.38, atom 41 (H): 0.21, atom 42 (H): 0.25, atom 43 (H): 0.34, atom 44 (H): 0.30, atom 45 (H): 0.03, atom 46 (C): 0.03, atom 47 (O): -0.55, atom 48 (N): 0.14, atom 49 (C): 0.76, atom 50 (C): -0.92, atom 51 (H): 0.38, atom 52 (H): -0.25, atom 53 (H): -0.19, atom 54 (H): -0.38, atom 55 (H): 0.41, atom 56 (H): 0.21, atom 57 (H): 0.29, atom 58 (C): 0.02, atom 59 (O): -0.74, atom 60 (N): 0.36, atom 61 (C): -0.92, atom 62 (C): -1.02, atom 63 (H): 0.21, atom 64 (H): 0.22, atom 65 (H): 0.38, atom 66 (H): 0.38, atom 67 (H): 0.14, atom 68 (H): 0.38, atom 69 (H): 0.51, atom 70 (C): 0.58, atom 71 (O): -0.73, atom 72 (N): 0.43, atom 73 (C): -0.14, atom 74 (C): -1.01, atom 75 (H): 0.07, atom 76 (H): -0.11, atom 77 (H): -0.50, atom 78 (H): 0.48, atom 79 (H): 0.34, atom 80 (H): 0.26, atom 81 (H): 0.31, atom 82 (C): 0.16, atom 83 (O): -0.68, atom 84 (N): 0.23, atom 85 (C): -0.91, atom 86 (C): -1.04, atom 87 (H): 0.38, atom 88 (H): 0.32, atom 89 (H): 0.35, atom 90 (H): 0.31, atom 91 (H): 0.27, atom 92 (H): 0.20, atom 93 (H): 0.49, atom 94 (C): 0.11, atom 95 (O): -0.58, atom 96 (N): 0.24, atom 97 (C): -1.04, atom 98 (C): -0.75, atom 99 (H): 0.32

---

[2]
Below is C31H71AsCl6F6N3O15Zn as an isolated structure at a distorted geometry, with properties calculated with wB97M-V/def2-TZVPD.

The gap between HOMO and LUMO comes out at 6.995 eV. The calculation puts the LUMO energy at -0.1218 Eh. As for the HOMO energy: -10.31 eV. Its net charge is +1. The energy comes out at -269177.0651 eV. Its spin multiplicity is 1.

Element x y z (Å)
Zn1 1.4567 0.7761 -3.1292
As1 -0.6253 -0.3783 -0.2110
F1 0.0519 0.0007 -1.8347
F2 0.9390 -0.8192 0.3950
F3 -1.4009 -0.7459 1.2807
F4 -2.1331 0.1271 -0.9328
F5 -0.8667 -2.0012 -0.7550
F6 -0.2667 1.2862 0.1900
C1 4.1437 1.3151 0.1012
C2 2.8332 1.3033 -0.6893
C3 2.5166 2.6697 -1.2563
O1 1.3121 2.5178 -2.0402
C4 0.6556 3.7636 -2.2268
N1 2.9305 0.2403 -1.7456
H1 4.1584 0.4090 0.7140
H2 4.1846 2.1127 0.8484
H3 5.1008 1.3304 -0.4231
H4 2.0521 0.9922 0.0004
H5 3.3372 3.0781 -1.8581
H6 2.3342 3.3692 -0.4391
H7 -0.1556 3.6674 -2.9425
H8 1.3589 4.5279 -2.5656
H9 0.1640 4.1316 -1.3228
H10 3.1494 -0.6129 -1.2174
H11 3.7822 0.4902 -2.2521
C5 -5.4681 -2.2564 3.1596
C6 -5.7642 -2.4131 4.6376
C7 -6.9150 -3.3553 4.9317
O2 -7.2409 -3.4355 6.2884
C8 -8.2906 -4.3695 6.5042
N2 -4.5283 -2.8463 5.3267
H12 -6.2707 -1.7392 2.6379
H13 -5.3742 -3.2509 2.7065
H14 -4.5196 -1.7640 2.9662
H15 -5.9441 -1.4514 5.1283
H16 -6.6622 -4.3215 4.4615
H17 -7.8116 -3.0394 4.3717
H18 -9.0905 -4.1827 5.7793
H19 -8.6025 -4.2903 7.5386
H20 -7.9142 -5.3683 6.2520
H21 -4.8061 -3.2083 6.2375
H22 -4.0918 -3.6623 4.9007
C9 -0.6136 -2.2406 -4.0396
C10 0.8605 -2.2838 -3.7443
C11 1.5670 -3.4421 -4.4173
O3 2.9606 -3.3271 -4.2193
C12 3.7122 -4.3064 -4.9046
N3 1.5227 -0.9955 -4.1356
H23 -1.1411 -3.0942 -3.6157
H24 -0.8283 -2.1913 -5.1108
H25 -1.0363 -1.3490 -3.5781
H26 1.0307 -2.4384 -2.6755
H27 1.3922 -3.4421 -5.5070
H28 1.1570 -4.4027 -4.0906
H29 3.3484 -5.3317 -4.8339
H30 4.7657 -4.2752 -4.6355
H31 3.7176 -4.0381 -5.9707
H32 2.4977 -1.3379 -4.1129
H33 1.4607 -0.9692 -5.1600
C13 7.4844 -3.6127 -1.9859
C14 6.2507 -2.8028 -1.7050
O4 5.1416 -3.7293 -1.5871
C15 4.0649 -3.2830 -0.9950
O5 3.8892 -2.1768 -0.5144
O6 3.1539 -4.2520 -0.9720
C16 1.9376 -3.9801 -0.2898
H34 8.3793 -3.0020 -1.8751
H35 7.4928 -4.0705 -2.9769
H36 7.5781 -4.4813 -1.3320
H37 6.0172 -2.1227 -2.5269
H38 6.3154 -2.2332 -0.7799
H39 1.4714 -3.0347 -0.5629
H40 2.1164 -3.9115 0.7848
H41 1.2347 -4.7839 -0.4838
C17 0.3962 2.3890 3.0284
C18 -0.1192 3.6103 2.3189
O7 0.8842 4.6343 2.3171
C19 0.5961 5.6903 1.5716
O8 -0.3811 5.8220 0.8764
O9 1.5897 6.5666 1.6996
C20 1.6028 7.6778 0.8120
H42 1.1237 1.7961 2.4711
H43 -0.4359 1.7118 3.2263
H44 0.8508 2.6444 3.9863
H45 -1.0817 3.9326 2.7137
H46 -0.3222 3.3494 1.2750
H47 2.0632 7.3402 -0.1193
H48 2.1651 8.4983 1.2433
H49 0.6088 8.0357 0.5451
C21 2.6700 0.1444 8.4991
C22 3.4705 0.2044 7.2176
O10 2.6489 0.5869 6.1036
C23 2.0685 -0.3974 5.4254
O11 2.1143 -1.5715 5.6878
O12 1.3967 0.1459 4.4139
C24 0.6936 -0.7511 3.5452
H50 1.9484 -0.6704 8.4185
H51 2.1103 1.0653 8.6577
H52 3.2988 -0.0467 9.3672
H53 4.0038 -0.7160 6.9814
H54 4.2354 0.9819 7.2455
H55 0.2015 -0.1109 2.8234
H56 -0.0101 -1.3143 4.1520
H57 1.3648 -1.4338 3.0243
C25 1.0885 3.3125 -7.7327
C26 0.8571 2.8036 -6.3387
O13 -0.4261 2.1922 -6.2101
C27 -0.9072 1.7456 -5.0897
O14 -0.2375 1.4937 -4.0867
O15 -2.1990 1.6044 -5.2165
C28 -3.0386 1.0792 -4.1676
H58 1.2638 2.5120 -8.4499
H59 1.9783 3.9397 -7.6630
H60 0.2749 3.9201 -8.1258
H61 0.9195 3.6089 -5.6012
H62 1.6781 2.1258 -6.0755
H63 -4.0641 1.3789 -4.3265
H64 -2.6841 1.3728 -3.1797
H65 -2.9087 -0.0040 -4.1271
C29 -3.0587 3.4058 -0.9029
Cl1 -4.7064 2.7310 -0.7970
Cl2 -2.8822 4.2772 -2.4454
H66 -2.9137 4.0622 -0.0520
H67 -2.3310 2.5999 -0.9043
C30 -4.0579 1.4213 2.6170
Cl3 -5.7781 1.0624 2.6893
Cl4 -3.8097 3.1746 2.6631
H68 -3.4372 0.8513 3.3020
H69 -3.7452 1.1267 1.6176
C31 -5.3144 -1.0552 -1.5276
Cl5 -6.4281 -2.3202 -1.0225
Cl6 -6.1469 0.0911 -2.6269
H70 -4.9135 -0.5354 -0.6655
H71 -4.4469 -1.4488 -2.0454

Atom charges from the Mulliken analysis, given in e for atoms 1 to 99: atom 1 (Zn): -0.21, atom 2 (As): 2.15, atom 3 (F): 0.19, atom 4 (F): -0.66, atom 5 (F): -0.52, atom 6 (F): -0.63, atom 7 (F): -0.49, atom 8 (F): -0.16, atom 9 (C): -1.71, atom 10 (C): 2.05, atom 11 (C): -1.16, atom 12 (O): 0.46, atom 13 (C): -0.13, atom 14 (N): 0.54, atom 15 (H): 0.43, atom 16 (H): 0.45, atom 17 (H): 0.38, atom 18 (H): -1.07, atom 19 (H): 0.42, atom 20 (H): 0.37, atom 21 (H): -0.20, atom 22 (H): 0.38, atom 23 (H): -0.25, atom 24 (H): -0.38, atom 25 (H): 0.31, atom 26 (C): -1.37, atom 27 (C): 0.81, atom 28 (C): -0.84, atom 29 (O): -0.33, atom 30 (C): -0.70, atom 31 (N): -0.74, atom 32 (H): 0.33, atom 33 (H): 0.41, atom 34 (H): 0.18, atom 35 (H): 0.16, atom 36 (H): 0.32, atom 37 (H): 0.41, atom 38 (H): 0.30, atom 39 (H): 0.25, atom 40 (H): 0.30, atom 41 (H): 0.27, atom 42 (H): 0.25, atom 43 (C): -1.29, atom 44 (C): 2.02, atom 45 (C): -1.26, atom 46 (O): -0.19, atom 47 (C): -0.88, atom 48 (N): 0.18, atom 49 (H): 0.46, atom 50 (H): 0.45, atom 51 (H): -0.19, atom 52 (H): -1.17, atom 53 (H): 0.49, atom 54 (H): 0.51, atom 55 (H): 0.36, atom 56 (H): 0.16, atom 57 (H): 0.35, atom 58 (H): 0.34, atom 59 (H): 0.40, atom 60 (C): -1.33, atom 61 (C): -0.05, atom 62 (O): -0.30, atom 63 (C): 0.75, atom 64 (O): -0.64, atom 65 (O): -0.32, atom 66 (C): -0.52, atom 67 (H): 0.38, atom 68 (H): 0.32, atom 69 (H): 0.33, atom 70 (H): 0.19, atom 71 (H): 0.35, atom 72 (H): -0.01, atom 73 (H): 0.37, atom 74 (H): 0.26, atom 75 (C): -0.51, atom 76 (C): 0.25, atom 77 (O): -0.33, atom 78 (C): 0.85, atom 79 (O): -0.59, atom 80 (O): -0.38, atom 81 (C): -0.66, atom 82 (H): -0.07, atom 83 (H): 0.11, atom 84 (H): 0.48, atom 85 (H): 0.42, atom 86 (H): -0.40, atom 87 (H): 0.26, atom 88 (H): 0.26, atom 89 (H): 0.31, atom 90 (C): -1.10, atom 91 (C): -0.21, atom 92 (O): -0.36, atom 93 (C): 0.58, atom 94 (O): -0.57, atom 95 (O): -0.11, atom 96 (C): -0.31, atom 97 (H): 0.29, atom 98 (H): 0.29, atom 99 (H): 0.38